[1]
A molecular structure, C68H76BN4. Source: the Open Molecules 2025 dataset; level of theory: ωB97M-V/def2-TZVPD.

Geometry as XYZ:
```
149
Properties=species:S:1:pos:R:3:mulliken_charge:R:1
C 0.53 0.91 -6.15 -1.71
C 1.18 2.23 -6.58 2.61
C 2.30 1.86 -7.56 -2.45
C 0.17 3.00 -7.43 -1.58
C 1.76 3.08 -5.39 -0.47
C 3.09 3.50 -5.50 -0.69
C 3.59 4.55 -4.72 -1.57
C 2.74 5.23 -3.87 -0.82
C 1.40 4.83 -3.71 0.60
C 0.51 5.86 -2.98 2.23
C -0.97 5.54 -2.85 -1.84
C 0.58 7.19 -3.74 -1.87
C 1.06 6.03 -1.57 -1.61
C 1.03 3.57 -4.25 -0.26
N -0.14 2.87 -3.77 1.66
C -0.40 2.09 -2.66 -0.08
B 0.45 1.82 -1.35 0.39
H 0.28 0.75 -0.27 -0.05
N -1.75 1.80 -2.73 1.51
C -2.53 1.16 -1.73 -0.34
C -3.54 1.90 -1.03 -0.69
C -4.80 2.56 -1.62 2.30
C -5.83 2.85 -0.53 -1.98
C -5.49 1.66 -2.64 -1.79
C -4.45 3.93 -2.21 -1.54
C -3.29 1.99 0.34 -1.28
C -2.56 0.97 0.96 -0.91
C -2.09 -0.11 0.22 1.16
C -1.99 -0.02 -1.16 -0.29
C -1.35 -1.17 -1.97 2.93
C 0.15 -1.30 -1.71 -0.94
C -1.56 -1.04 -3.48 -1.74
C -1.98 -2.50 -1.51 -1.54
C -2.28 2.31 -3.90 -1.42
C -1.33 3.03 -4.49 -1.43
H -0.48 1.05 -5.74 0.35
H 0.41 0.29 -7.06 0.51
H 1.17 0.37 -5.44 0.28
H 2.72 2.76 -8.02 0.49
H 3.09 1.29 -7.07 0.47
H 1.88 1.25 -8.36 0.49
H 0.55 4.00 -7.68 0.35
H 0.02 2.45 -8.37 0.45
H -0.81 3.10 -6.96 0.37
H 3.77 3.06 -6.24 0.46
H 4.63 4.86 -4.83 0.38
H 3.09 6.13 -3.35 0.35
H -1.15 4.63 -2.26 0.02
H -1.43 6.37 -2.29 0.73
H -1.48 5.49 -3.81 0.30
H 1.60 7.59 -3.80 0.36
H 0.22 7.07 -4.77 0.42
H -0.05 7.94 -3.25 0.44
H 2.09 6.41 -1.59 0.37
H 0.45 6.75 -1.01 0.45
H 1.05 5.07 -1.05 0.13
H 1.62 1.71 -1.71 -0.09
H 0.31 2.79 -0.60 -0.26
H -5.49 3.61 0.17 0.39
H -6.75 3.23 -0.99 0.45
H -6.10 1.95 0.03 0.42
H -4.83 1.28 -3.41 0.19
H -5.92 0.79 -2.12 0.43
H -6.32 2.21 -3.11 0.42
H -3.85 3.86 -3.12 0.35
H -5.37 4.47 -2.47 0.50
H -3.89 4.52 -1.48 0.35
H -3.70 2.80 0.95 0.38
H -2.46 1.01 2.05 0.17
H -1.72 -1.02 0.71 -0.01
H 0.37 -1.37 -0.64 -0.23
H 0.52 -2.22 -2.19 0.78
H 0.72 -0.45 -2.12 -0.16
H -2.63 -0.94 -3.74 0.20
H -1.00 -0.19 -3.89 -0.04
H -1.18 -1.95 -3.97 0.56
H -3.07 -2.46 -1.56 0.36
H -1.62 -3.30 -2.19 0.51
H -1.66 -2.76 -0.49 0.09
H -3.29 2.10 -4.22 0.78
H -1.40 3.72 -5.31 1.16
C 6.35 -3.23 7.64 -0.44
C 6.22 -1.92 7.16 -0.77
C 5.90 -1.69 5.82 -0.22
C 5.77 -2.77 4.94 -0.14
N 5.54 -2.57 3.55 0.60
C 6.19 -3.46 2.66 -0.31
C 5.51 -4.05 1.58 -0.18
C 6.19 -4.96 0.76 -0.73
C 7.53 -5.28 1.01 -0.45
C 8.20 -4.70 2.09 -0.71
C 7.53 -3.80 2.92 0.03
C 4.59 -1.65 3.10 0.56
C 4.60 -1.19 1.76 -0.58
C 3.53 -0.48 1.23 -0.95
C 2.36 -0.28 2.02 -0.60
C 1.03 0.02 1.50 -0.99
C 0.01 -0.76 2.23 1.31
C -0.83 -0.20 3.22 -0.87
C -1.78 -0.96 3.89 -0.64
C -1.96 -2.31 3.54 0.68
N -3.11 -2.99 3.96 0.86
C -3.63 -4.04 3.17 -0.83
C -4.10 -5.20 3.82 0.08
C -4.64 -6.25 3.08 -0.71
C -4.71 -6.15 1.68 -0.50
C -4.28 -4.98 1.04 -0.77
C -3.75 -3.92 1.78 0.20
C -3.87 -2.58 5.09 -0.31
C -5.27 -2.57 5.01 0.05
C -6.04 -2.27 6.14 -0.75
C -5.41 -1.98 7.35 -0.40
C -4.01 -2.01 7.43 -0.75
C -3.24 -2.26 6.29 -0.11
C -1.05 -2.93 2.66 -0.93
C -0.05 -2.18 2.06 -0.77
C 2.50 -0.51 3.43 -0.77
C 3.56 -1.21 3.95 -0.54
C 5.94 -4.08 5.42 -0.01
C 6.22 -4.31 6.77 -0.73
H 6.56 -3.40 8.70 0.38
H 6.35 -1.07 7.83 0.38
H 5.75 -0.67 5.44 0.52
H 4.46 -3.81 1.40 0.51
H 5.66 -5.42 -0.07 0.38
H 8.06 -5.98 0.36 0.38
H 9.25 -4.94 2.30 0.39
H 8.03 -3.38 3.80 0.47
H 5.47 -1.42 1.14 0.63
H 3.53 -0.16 0.19 0.58
H 0.83 1.02 1.12 0.87
H -0.70 0.86 3.46 0.60
H -2.42 -0.51 4.65 0.70
H -4.01 -5.27 4.91 0.44
H -5.02 -7.14 3.60 0.39
H -5.12 -6.97 1.10 0.40
H -4.35 -4.88 -0.05 0.41
H -3.45 -2.98 1.30 0.59
H -5.77 -2.85 4.07 0.45
H -7.13 -2.28 6.07 0.39
H -6.02 -1.69 8.22 0.38
H -3.52 -1.84 8.38 0.37
H -2.14 -2.25 6.34 0.44
H -1.11 -4.01 2.46 0.55
H 0.72 -2.67 1.46 0.40
H 1.70 -0.22 4.11 0.36
H 3.58 -1.46 5.02 0.52
H 5.85 -4.92 4.72 0.45
H 6.34 -5.34 7.11 0.39
```

Output
Orbital gap ... 4.99 eV
Charge ... +1
ΔE to the lowest compared entry with this formula, charge and spin ... 0.6069 eV

[2]
4 unconnected molecules or ions with the total composition C68H77I2NO9P. Source: the Open Molecules 2025 dataset; level of theory: ωB97M-V/def2-TZVPD.

Geometry as XYZ:
```
158
Properties=species:S:1:pos:R:3:mulliken_charge:R:1
C 11.01 2.69 1.01 -0.75
C 11.37 4.19 1.38 -0.60
C 10.16 4.96 2.05 -0.48
C 9.19 5.63 1.00 -0.93
C 7.97 4.70 0.60 0.57
C 8.06 4.34 -0.92 -0.81
C 6.94 3.33 -1.40 -0.97
C 7.45 1.87 -0.93 1.31
C 6.17 0.98 -0.77 -2.61
P 6.39 -0.82 -0.17 3.65
C 4.86 -1.30 -1.24 -1.13
C 3.52 -0.54 -0.98 0.40
C 2.34 -1.43 -0.42 -0.76
C 1.01 -0.59 -0.24 -0.29
C 0.55 0.15 -1.56 -0.76
C 1.14 1.62 -1.61 -0.36
C 0.05 2.74 -1.66 -1.13
C -1.00 2.65 -0.50 -0.07
O -1.70 3.90 -0.32 -0.44
C -2.62 3.69 0.76 -0.33
C 7.44 -1.16 -1.75 -1.34
C 8.98 -1.30 -1.58 0.08
C 9.62 -2.74 -1.86 -1.30
N 9.81 -0.37 -1.29 -0.49
C 6.65 -2.68 0.40 -1.78
I 5.04 -3.56 1.66 -0.04
C 7.97 -2.97 1.21 0.01
C 7.91 -2.83 2.77 -1.17
I 8.39 -5.14 0.88 -0.02
O 7.69 -0.30 0.87 -0.63
C 7.24 0.42 2.00 0.17
C 5.66 0.20 2.20 -0.84
O 5.26 -0.71 1.17 -0.40
H 11.96 2.23 0.61 0.38
H 10.66 2.10 1.88 0.24
H 10.29 2.65 0.17 0.04
H 12.26 4.14 2.06 0.33
H 11.67 4.72 0.45 0.29
H 10.62 5.77 2.66 0.31
H 9.63 4.24 2.72 0.30
H 9.80 5.91 0.10 0.36
H 8.84 6.60 1.45 0.37
H 7.96 3.79 1.25 -0.59
H 7.05 5.31 0.82 0.41
H 9.07 3.88 -1.07 0.20
H 8.04 5.24 -1.58 0.45
H 5.94 3.52 -0.95 0.38
H 6.93 3.34 -2.51 0.35
H 8.03 2.06 -0.01 -0.90
H 8.08 1.53 -1.79 0.11
H 5.45 1.57 -0.12 0.21
H 5.68 0.99 -1.78 0.41
H 4.63 -2.41 -1.22 0.23
H 5.15 -1.11 -2.31 0.45
H 3.55 0.36 -0.34 -0.37
H 3.14 -0.19 -1.98 0.43
H 2.17 -2.35 -1.03 0.24
H 2.63 -1.70 0.63 0.08
H 1.23 0.17 0.55 0.31
H 0.21 -1.25 0.19 0.20
H -0.56 0.24 -1.52 0.36
H 0.93 -0.42 -2.43 0.46
H 1.76 1.74 -2.54 0.32
H 1.82 1.84 -0.75 0.27
H 0.53 3.75 -1.59 0.38
H -0.50 2.75 -2.63 0.28
H -1.72 1.84 -0.75 0.21
H -0.46 2.43 0.46 0.25
H -3.51 4.36 0.67 0.35
H -2.07 3.84 1.72 0.25
H -3.02 2.63 0.73 -0.09
H 7.29 -0.39 -2.55 0.60
H 7.11 -2.12 -2.23 0.73
H 9.82 -3.31 -0.93 0.14
H 8.96 -3.28 -2.57 0.29
H 10.57 -2.54 -2.41 0.51
H 10.77 -0.73 -1.24 0.25
H 6.64 -3.36 -0.48 0.95
H 8.89 -2.48 0.85 0.30
H 7.66 -3.81 3.25 0.45
H 7.18 -2.09 3.16 0.23
H 8.93 -2.51 3.12 0.29
H 7.34 1.53 1.95 -0.73
H 7.71 0.15 2.98 0.50
H 5.02 1.10 1.93 0.30
H 5.31 -0.18 3.19 0.18
C -2.36 -0.58 2.02 -0.56
C -3.46 0.27 2.05 -1.22
C -3.89 0.81 3.25 -0.58
C -3.23 0.49 4.44 0.14
C -2.14 -0.38 4.41 0.19
C -1.70 -0.91 3.20 -0.62
C -1.46 -0.77 5.67 0.61
O -0.51 -1.53 5.65 -0.67
C -1.96 -0.22 6.95 0.14
C -1.36 -0.62 8.15 -0.54
C -1.81 -0.11 9.35 -0.48
C -2.85 0.82 9.37 -0.49
C -3.45 1.21 8.18 -0.47
C -3.01 0.69 6.97 0.17
C -3.69 1.09 5.71 0.61
O -4.60 1.89 5.73 -0.69
H -2.02 -1.00 1.08 0.65
H -3.98 0.52 1.13 0.84
H -4.74 1.48 3.27 0.66
H -0.85 -1.58 3.17 0.56
H -0.55 -1.34 8.14 0.47
H -1.35 -0.42 10.28 0.40
H -3.20 1.23 10.31 0.39
H -4.27 1.93 8.20 0.47
C -6.97 -1.35 2.61 -0.30
C -8.36 -1.31 2.60 -0.78
C -9.08 -2.04 1.66 -0.47
C -8.40 -2.80 0.71 0.36
C -7.00 -2.81 0.70 0.07
C -6.29 -2.10 1.66 -0.88
C -6.27 -3.57 -0.34 0.41
O -5.05 -3.59 -0.35 -0.69
C -7.04 -4.31 -1.38 0.27
C -6.36 -4.98 -2.39 -0.59
C -7.08 -5.68 -3.36 -0.50
C -8.47 -5.71 -3.30 -0.59
C -9.15 -5.04 -2.30 -0.48
C -8.43 -4.33 -1.34 0.56
C -9.17 -3.58 -0.29 0.40
O -10.39 -3.61 -0.24 -0.69
H -6.42 -0.79 3.35 0.52
H -8.89 -0.72 3.34 0.41
H -10.16 -2.01 1.66 0.52
H -5.21 -2.12 1.66 0.73
H -5.28 -4.95 -2.43 0.49
H -6.55 -6.19 -4.15 0.41
H -9.02 -6.26 -4.05 0.42
H -10.23 -5.07 -2.26 0.41
C -7.65 2.42 -6.56 -0.50
C -8.55 2.43 -7.62 -0.45
C -9.71 1.67 -7.56 -0.54
C -9.98 0.89 -6.44 0.20
C -9.06 0.86 -5.38 0.14
C -7.91 1.63 -5.44 -0.52
C -9.31 -0.01 -4.20 0.55
O -8.51 -0.03 -3.28 -0.71
C -10.53 -0.85 -4.17 -0.01
C -10.74 -1.71 -3.10 -0.46
C -11.89 -2.49 -3.05 -0.36
C -12.83 -2.41 -4.07 -0.64
C -12.62 -1.56 -5.15 -0.62
C -11.46 -0.78 -5.20 0.33
C -11.23 0.10 -6.37 0.59
O -12.05 0.17 -7.27 -0.68
H -6.75 3.01 -6.60 0.40
H -8.35 3.03 -8.50 0.40
H -10.41 1.69 -8.39 0.46
H -7.20 1.62 -4.62 0.48
H -10.01 -1.77 -2.30 0.58
H -12.05 -3.16 -2.21 0.50
H -13.73 -3.01 -4.03 0.40
H -13.35 -1.50 -5.94 0.47
```

Output
Orbital gap ... 4.77 eV
Charge ... -1